DFT (ωB97M-V/def2-TZVPD) results for 8 unconnected molecules or ions with the total composition C37H87N3O8 at a distorted geometry.

Structure (SMILES): CC1(C)CCCC(C)(C)N1O.CC1(C)CCCC(C)(C)N1O.CC1(C)CCCC(C)(C)N1O.CCO.CCO.CCO.CCO.CCO
Energy (Eh): -2227.7784
Relative energy (zero: lowest compared OMol25 entry of this formula, charge and spin) (kcal per mole): 131.4

Geometry as ORCA input:
```
! RIJCOSX wB97M-V def2-TZVPD def2/J DEFGRID3
* xyz 0 1
C -12.28981 -8.66944 -21.74686
C -13.80252 -8.31953 -21.32104
C -14.52641 -7.42416 -22.50266
C -14.85241 -8.33180 -23.68143
C -15.84159 -9.39033 -23.11832
C -15.27927 -10.28382 -21.98001
N -14.69094 -9.43110 -20.97567
O -14.40331 -10.02884 -19.79446
C -16.48124 -11.11490 -21.45235
C -14.19785 -11.20787 -22.65022
C -13.73033 -7.28719 -20.15807
H -11.63366 -8.95270 -20.92383
H -11.95161 -7.73997 -22.20491
H -12.10724 -9.44914 -22.48634
H -15.38397 -6.87250 -22.11751
H -13.80613 -6.65859 -22.79115
H -13.98073 -8.80666 -24.13174
H -15.34758 -7.79039 -24.48754
H -16.50002 -9.86595 -23.84519
H -16.66421 -8.86686 -22.63112
H -16.19945 -11.80576 -20.65775
H -17.31044 -10.55333 -21.02203
H -16.88353 -11.56495 -22.35994
H -14.75057 -11.79326 -23.38502
H -13.47952 -10.62669 -23.22845
H -13.69225 -11.83914 -21.91950
H -13.09115 -6.47049 -20.49356
H -13.21817 -7.65817 -19.27028
H -14.71823 -6.90434 -19.90197
H -14.99336 -9.65699 -19.13478
C -12.38424 10.18463 -18.64596
C -13.20507 9.52907 -19.77175
C -12.63240 8.09336 -19.83211
C -13.45877 7.12250 -20.63583
C -14.85056 7.08272 -19.90689
C -15.58055 8.38899 -19.89325
N -14.58718 9.47630 -19.44671
O -15.24629 10.72250 -19.21533
C -16.14016 8.63717 -21.28571
C -16.71619 8.19692 -18.83285
C -12.97045 10.25718 -21.13967
H -12.76299 9.77884 -17.70789
H -12.40866 11.26981 -18.54655
H -11.35554 9.91997 -18.89055
H -11.62713 8.01971 -20.24697
H -12.49007 7.68112 -18.83316
H -12.97374 6.15521 -20.76686
H -13.66816 7.53197 -21.62405
H -14.78287 6.53680 -18.96589
H -15.28047 6.28113 -20.50751
H -15.49082 9.07144 -22.04589
H -16.34505 7.72898 -21.85258
H -17.06557 9.21256 -21.31077
H -17.30753 7.33418 -19.13960
H -16.43904 8.09126 -17.78398
H -17.34623 9.08618 -18.81351
H -13.12531 11.32770 -21.00504
H -13.57882 9.75297 -21.89050
H -11.92521 10.22527 -21.44716
H -15.57211 11.00488 -20.07306
C -10.85769 0.14131 -25.49389
C -11.34939 -1.06136 -24.65428
C -10.57605 -1.22437 -23.43085
C -11.01248 -0.42169 -22.19634
C -12.50129 -0.66817 -21.91565
C -13.36649 -0.39378 -23.15112
N -12.84168 -1.03301 -24.34787
O -13.67411 -1.05869 -25.45934
C -14.62962 -1.00682 -22.78779
C -13.50976 1.12798 -23.40268
C -11.03352 -2.40622 -25.46576
H -9.79046 0.24059 -25.69210
H -11.09097 0.96806 -24.82292
H -11.42868 0.27573 -26.41258
H -10.64915 -2.27018 -23.13245
H -9.52758 -1.05046 -23.67282
H -10.81266 0.64799 -22.25915
H -10.36043 -0.68874 -21.36471
H -12.89252 0.00355 -21.15157
H -12.59268 -1.72457 -21.66312
H -14.57741 -2.09488 -22.82657
H -15.07439 -0.71205 -21.83732
H -15.39942 -0.67973 -23.48673
H -13.83122 1.81901 -22.62343
H -12.47156 1.45935 -23.42364
H -13.89397 1.24827 -24.41560
H -11.68847 -2.56069 -26.32324
H -11.22086 -3.33618 -24.92896
H -9.99103 -2.38262 -25.78322
H -14.32319 -1.73751 -25.26055
C -6.46546 -1.37890 -15.93176
C -6.26580 -0.69531 -17.23176
O -5.68391 -1.50846 -18.17486
H -6.66425 -2.41894 -16.19040
H -7.39393 -1.16681 -15.40162
H -5.61522 -1.33020 -15.25145
H -5.71557 0.22436 -17.03291
H -7.25919 -0.36185 -17.53190
H -4.73823 -1.46033 -18.01683
C -13.46406 7.53560 -27.19231
C -14.12598 6.19785 -27.19702
O -15.48533 6.26623 -26.75678
H -12.56658 7.36143 -27.78587
H -13.15667 7.79551 -26.17936
H -14.11004 8.36440 -27.48201
H -13.58458 5.39469 -26.69711
H -14.24053 5.82611 -28.21526
H -16.03432 6.59920 -27.47047
C -13.09084 0.35260 -31.60929
C -13.71869 1.51433 -30.86242
O -14.44077 2.30428 -31.77449
H -13.86166 -0.22609 -32.11827
H -12.48263 -0.22161 -30.91039
H -12.55433 0.67837 -32.50044
H -12.96875 2.06401 -30.29361
H -14.39754 1.08793 -30.12388
H -15.21065 2.67647 -31.33818
C -5.03809 -1.73798 -28.81861
C -6.24903 -1.44408 -29.72512
O -5.73222 -1.03809 -31.04902
H -5.42329 -2.04550 -27.84643
H -4.36640 -0.88636 -28.71055
H -4.53982 -2.58727 -29.28613
H -6.91265 -0.68760 -29.30625
H -6.69841 -2.42784 -29.86072
H -5.35946 -0.15408 -31.01480
C -19.33586 -4.06303 -23.95746
C -19.12663 -3.92591 -25.38510
O -18.73421 -2.53408 -25.64483
H -19.86029 -3.16616 -23.62780
H -18.38818 -4.14763 -23.42563
H -19.85079 -5.01366 -23.81863
H -20.05462 -4.09348 -25.93179
H -18.33861 -4.65100 -25.58850
H -19.10078 -2.30267 -26.50137
*
```

DFT (ωB97M-V/def2-TZVPD) results for a molecular structure, C16H21AgN4PS at a distorted geometry.

Energy (Eh): -1727.6093
Relative energy (zero: lowest compared OMol25 entry of this formula, charge and spin) (kcal per mole): 3.1

Geometry as ORCA input:
```
! RIJCOSX wB97M-V def2-TZVPD def2/J DEFGRID3
* xyz 1 1
Ag 0.41092 0.20478 0.23451
C -1.41720 4.90501 0.28215
C -1.22732 3.45242 -0.12065
N -0.07495 2.94199 -0.41380
N 1.17507 3.73311 -0.19535
C 2.35336 3.14616 0.03653
N 3.43971 3.91368 0.17305
S 2.59239 1.43281 0.23322
C -2.36848 2.49418 -0.11486
C -3.64067 3.01387 -0.23684
C -4.67826 2.04924 -0.25230
C -4.38466 0.70179 -0.14220
C -3.08318 0.35124 0.00585
N -2.06327 1.20307 -0.01304
H -1.34274 5.37564 -0.70652
H -0.62736 5.25650 0.85259
H -2.41722 5.10797 0.64120
H 1.09815 4.73171 -0.30349
H 3.45113 4.90042 0.32857
H 4.35169 3.48641 0.31635
H -3.95139 4.06438 -0.34835
H -5.65269 2.45203 -0.29687
H -5.24455 0.07594 -0.17911
H -2.86269 -0.71802 0.09594
C -0.70463 -2.79093 -1.49612
P 0.03713 -2.19289 0.04095
C -0.98148 -2.94339 1.38010
C 1.62576 -3.11376 0.10232
C 1.78273 -4.38945 0.54236
C 2.99299 -5.05915 0.48550
C 4.12527 -4.37772 0.08411
C 3.96441 -3.03555 -0.36026
C 2.72590 -2.39590 -0.36685
H -0.19982 -2.32530 -2.29688
H -1.74821 -2.65783 -1.55809
H -0.56235 -3.88711 -1.47956
H -1.00468 -4.05198 1.31795
H -1.97157 -2.53404 1.33138
H -0.48933 -2.64675 2.30862
H 0.88732 -4.90353 0.93490
H 3.02961 -6.14654 0.73731
H 5.11140 -4.78356 0.02425
H 4.83433 -2.64873 -0.92443
H 2.70946 -1.39221 -0.68411
*
```

DFT (ωB97M-V/def2-TZVPD) results for 2 unconnected molecules or ions with the total composition CH7N2O at a distorted geometry.

Energy (Eh): -227.0174
Relative energy (zero: lowest compared OMol25 entry of this formula, charge and spin) (kcal per mole): 20.3

Geometry as ORCA input:
```
! RIJCOSX wB97M-V def2-TZVPD def2/J DEFGRID3
* xyz -1 1
O -1.30461 -1.46095 -1.66235
H -0.38073 -0.90556 -1.46890
N 0.72076 0.93903 1.57295
C -0.10927 0.41375 0.41861
N 0.66682 -0.19906 -0.59514
H 1.20781 0.08125 1.82576
H 1.31897 1.66516 1.19618
H -0.74789 -0.39591 0.79074
H -0.75019 1.25560 0.11354
H -1.70076 -1.76382 -0.86423
H 1.07909 0.37051 -1.32716
*
```

What is the relative energy (zero: lowest compared OMol25 entry of this formula, charge and spin) in the second record?
3.1 kcal per mole

The highest relative energy (zero: lowest compared OMol25 entry of this formula, charge and spin) belongs to which entry?
C37H87N3O8

Look up the energy of the second one.
-1727.6093 Eh